Formula: C2H3BrS
Source: the Open Molecules 2025 dataset
Level of theory: wB97M-V/def2-TZVPD

Each line ends with the Löwdin charge.
Cartesian coordinates (Å):
1 C 0.6545 0.7029 -0.8277  -0.851
2 C -0.5067 1.1796 -0.6381  -0.099
3 S 2.0930 0.2177 -1.1137  0.753
4 Br -0.2173 -2.0043 1.2109  0.367
5 H -0.7081 2.2708 -0.7829  0.095
6 H -0.1202 -2.9620 2.2423  -0.288
7 H -1.1952 0.5953 -0.0907  0.022

Calculated values
Energy relative to the best compared isomer or geometry (same formula, charge and spin)   84.3 kJ/mol
E   -82998.6875 eV
E_LUMO   -0.06 eV
Strongest force on any atom   2.78 eV/Å
2S+1   1
Structure (SMILES)   C=C=S.Br
Orbital gap   8.63 eV